No. 1
31
Properties=species:S:1:pos:R:3:forces:R:3:mulliken_charge:R:1 method="wB97M-V/def2-TZVPD" smiles="CCc1nnc(NC(=O)OCc2ccccc2)s1" molar_mass_g_mol=263.3 de_lowest_kcal_mol=0.0 fmax_ha_per_bohr=0.0346
C -4.62666 -1.66811 0.84960 0.025 -0.163 -0.106 -1.097
C -3.55814 -2.65905 0.38750 -0.252 0.118 -0.038 -0.382
C -2.25336 -2.38261 1.03377 0.342 0.694 -0.314 0.485
N -1.65433 -3.17313 1.84287 -1.234 -0.913 -0.280 -0.366
N -0.50193 -2.71662 2.31688 1.547 0.533 0.703 -0.508
C -0.19410 -1.54470 1.87114 -0.905 0.237 -0.705 0.294
N 0.95965 -0.91117 2.23731 0.403 0.088 0.194 -0.059
C 1.41485 0.32485 1.84021 0.097 -0.266 0.259 0.613
O 2.47767 0.75943 2.19396 0.244 0.213 -0.011 -0.612
O 0.52964 0.94715 1.05951 -0.164 -0.160 0.139 -0.235
C 0.93743 2.20116 0.49184 0.314 0.361 -0.147 -1.316
C 1.65782 1.96876 -0.80925 -0.090 -0.010 0.180 0.741
C 0.93367 1.69164 -1.96207 0.067 0.040 0.045 -0.378
C 1.59025 1.42933 -3.15099 -0.099 -0.029 -0.075 -0.562
C 2.97455 1.43869 -3.19506 0.047 -0.020 -0.030 -0.381
C 3.70028 1.70533 -2.04662 0.085 0.003 -0.028 -0.629
C 3.04543 1.96653 -0.85528 -0.043 0.049 0.020 -0.223
S -1.37241 -0.87325 0.76543 -0.140 -0.913 0.414 -0.008
H -5.57485 -1.89023 0.36731 -0.115 0.050 -0.023 0.339
H -4.76060 -1.73324 1.92659 -0.026 0.042 0.088 0.324
H -4.33614 -0.65086 0.59602 -0.065 0.118 0.012 0.336
H -3.84851 -3.67798 0.64639 0.097 0.012 -0.061 0.265
H -3.44290 -2.59073 -0.69702 -0.037 -0.112 -0.002 0.253
H 1.56344 -1.43248 2.86055 -0.029 0.149 -0.110 0.256
H 1.58027 2.71962 1.20928 -0.179 -0.044 -0.117 0.499
H 0.00805 2.75429 0.34136 0.123 -0.076 0.055 0.458
H -0.14591 1.67905 -1.92202 -0.135 0.010 -0.014 0.384
H 1.02146 1.21615 -4.04401 -0.040 -0.012 -0.074 0.375
H 3.48679 1.23418 -4.12359 0.039 -0.013 -0.071 0.377
H 4.77965 1.70721 -2.07669 0.089 0.000 -0.006 0.372
H 3.60895 2.16079 0.04507 0.038 0.015 0.102 0.384



No. 2
108
Properties=species:S:1:pos:R:3:forces:R:3:mulliken_charge:R:1 method="wB97M-V/def2-TZVPD" molar_mass_g_mol=983.9 charge=+1 de_lowest_kcal_mol=0.0 fmax_ha_per_bohr=0.0118
Au 0.38417 0.34456 -0.88147 0.298 -0.318 -0.423 0.304
C -2.22929 3.08990 0.74259 0.009 -0.002 0.016 -1.396
C -1.87369 1.94523 1.69395 -0.005 -0.009 -0.005 2.978
C -3.09498 1.50011 2.50104 0.003 0.000 0.007 -1.721
C -0.72406 2.33086 2.60279 -0.013 0.003 -0.062 0.023
C -0.87222 3.37575 3.50484 0.015 0.012 0.039 0.081
C 0.16016 3.73502 4.35590 -0.032 -0.021 0.001 -1.377
C 1.37091 3.06969 4.28591 0.003 -0.002 -0.009 -0.354
C 1.57409 2.01891 3.39833 0.032 -0.037 -0.023 0.368
C 2.96320 1.40885 3.29371 -0.012 0.020 0.041 2.725
C 3.97158 2.45267 2.80712 -0.005 -0.004 -0.002 -1.645
C 3.41479 0.78948 4.61768 -0.018 -0.022 -0.009 -1.943
C 0.49267 1.63770 2.58574 0.035 -0.047 0.076 -0.554
N 0.62163 0.54708 1.68231 -0.058 0.250 0.244 0.797
C 0.94198 -0.59085 2.12011 -0.020 -0.088 -0.080 -0.807
C 1.20933 -1.67722 1.15157 -0.134 -0.051 0.061 0.023
N 1.19267 -1.47097 -0.10182 -0.419 0.267 0.069 0.345
C 1.65462 -2.55521 -0.91867 0.005 -0.130 -0.029 -0.009
C 0.79547 -3.17806 -1.82869 -0.065 0.036 -0.031 -0.027
C 1.23919 -4.35390 -2.42241 0.092 -0.023 -0.028 -0.388
C 2.49798 -4.86719 -2.15365 -0.057 0.049 -0.001 -1.464
C 3.36644 -4.15860 -1.34211 0.029 0.051 -0.053 -0.716
C 2.97716 -2.97283 -0.72683 0.099 -0.015 -0.071 0.275
C 4.05728 -2.13929 -0.03732 0.040 -0.014 -0.036 0.121
C 3.94892 -0.62883 -0.28323 0.100 0.002 0.028 -1.098
C 4.28121 -2.45628 1.44413 -0.019 0.043 0.022 -1.309
C -0.54669 -2.60007 -2.24418 0.014 0.083 0.068 2.979
C -0.43050 -2.04168 -3.66680 -0.035 0.011 0.001 -1.646
C -1.67951 -3.62075 -2.14635 0.016 0.021 0.081 -1.745
H -3.01969 2.78465 0.05287 0.002 -0.001 0.001 0.417
H -1.35871 3.39322 0.15394 -0.010 -0.006 -0.002 0.047
H -2.58609 3.96415 1.29062 -0.003 0.002 -0.004 0.328
H -1.55425 1.09456 1.08928 0.014 0.006 0.001 -1.532
H -3.47763 2.31348 3.12047 0.010 0.002 0.002 0.399
H -2.84761 0.66689 3.16222 -0.007 -0.001 -0.005 0.365
H -3.90315 1.18863 1.83640 -0.006 -0.015 -0.010 0.428
H -1.81559 3.90603 3.55315 0.001 0.002 0.003 0.435
H 0.02258 4.54113 5.06562 0.003 -0.005 -0.006 0.447
H 2.18864 3.38089 4.92469 -0.007 -0.005 0.005 0.333
H 2.94497 0.61293 2.54920 0.044 0.024 -0.011 -1.579
H 4.05669 3.27789 3.51555 0.012 -0.031 0.015 0.288
H 3.67539 2.88263 1.84763 -0.004 -0.008 0.004 0.198
H 4.95991 2.00232 2.69673 -0.003 -0.007 -0.013 0.599
H 3.55139 1.55481 5.38346 -0.012 -0.004 0.003 0.389
H 4.36867 0.27506 4.49064 0.006 0.013 0.006 0.461
H 2.68444 0.07177 4.99783 0.013 -0.004 -0.001 0.371
H 1.08173 -0.80538 3.18164 -0.041 -0.026 -0.009 0.424
H 1.46799 -2.66367 1.53197 0.039 0.049 -0.014 0.755
H 0.58816 -4.87490 -3.11254 0.009 0.000 0.002 0.399
H 2.81781 -5.79150 -2.61593 -0.001 0.003 0.002 0.389
H 4.38400 -4.50639 -1.20801 0.001 -0.002 0.000 0.505
H 4.97209 -2.45011 -0.54769 -0.002 -0.043 -0.003 0.692
H 3.24167 -0.13631 0.38556 0.041 0.012 -0.016 -0.135
H 3.64742 -0.41452 -1.31009 0.014 -0.002 -0.006 0.292
H 4.92246 -0.16488 -0.11873 0.004 0.003 0.021 0.553
H 3.53641 -1.97378 2.08335 0.021 -0.009 0.011 0.163
H 5.25674 -2.08453 1.76152 -0.012 0.006 0.008 0.437
H 4.25050 -3.53017 1.63244 0.009 0.006 0.009 0.332
H -0.78575 -1.75764 -1.58325 -0.015 -0.284 -0.021 -1.599
H -0.16404 -2.82806 -4.37482 0.004 -0.004 -0.001 0.385
H 0.33398 -1.26394 -3.72468 0.005 -0.001 -0.001 0.303
H -1.38366 -1.61627 -3.99127 -0.004 0.004 0.013 0.446
H -1.55894 -4.42357 -2.87504 0.021 -0.010 0.015 0.456
H -2.63924 -3.14420 -2.34855 -0.020 0.016 -0.015 0.428
H -1.72436 -4.06658 -1.15156 -0.019 0.004 -0.002 0.354
C 4.84612 6.21994 3.95315 0.002 0.000 -0.003 -1.749
C 4.01627 5.97332 2.72306 0.007 0.021 -0.008 0.339
C 2.64734 5.75314 2.81048 -0.011 0.054 -0.007 -0.383
C 1.87894 5.54291 1.67808 -0.005 0.024 0.020 -0.417
C 2.46878 5.56845 0.42004 0.014 0.019 -0.006 0.796
N 1.62499 5.34741 -0.69658 0.021 -0.006 -0.029 -0.122
C 1.89680 5.65411 -1.99972 -0.023 -0.004 0.042 0.188
O 2.88149 6.21684 -2.41146 -0.002 0.002 0.003 -0.626
N 0.86379 5.28702 -2.88733 -0.041 -0.061 -0.014 -0.091
C 0.10543 4.11631 -2.86711 0.024 0.087 -0.014 -0.010
C -1.05176 4.02314 -3.64025 -0.001 -0.015 0.012 -0.551
C -1.78059 2.85069 -3.63104 0.010 0.017 -0.002 -0.992
C -1.36332 1.79525 -2.84138 -0.017 -0.038 -0.010 -0.078
N -0.25638 1.87917 -2.09831 0.012 0.171 0.094 -0.016
C 0.47340 3.00276 -2.12005 -0.008 -0.008 0.048 -0.161
C 3.83916 5.77739 0.30758 0.016 -0.023 -0.020 -0.515
C 4.59145 5.96992 1.45636 -0.015 -0.003 0.015 -0.715
H 4.36118 5.82077 4.84465 0.001 -0.001 -0.001 0.320
H 4.99816 7.28902 4.11385 0.000 -0.001 0.001 0.429
H 5.83074 5.75992 3.86463 -0.004 0.000 0.002 0.372
H 2.16622 5.74266 3.78083 0.019 0.017 -0.019 0.522
H 0.81286 5.36149 1.77833 0.010 0.002 -0.003 0.293
H 0.66123 5.15773 -0.47114 -0.004 -0.014 -0.005 0.149
H 0.97537 5.73614 -3.78426 -0.003 -0.009 -0.001 0.324
H -1.36844 4.86987 -4.23597 -0.006 -0.004 -0.003 0.486
H -2.67832 2.75042 -4.22393 0.002 0.003 -0.003 0.468
H -1.90447 0.86149 -2.80548 -0.004 -0.006 -0.005 0.432
H 1.37055 3.00679 -1.52041 0.010 -0.001 0.002 0.709
H 4.30921 5.80621 -0.66274 -0.012 -0.002 0.012 0.480
H 5.65860 6.13065 1.35661 -0.001 0.001 0.001 0.384
Se -3.54049 -0.66314 -0.59158 -0.005 -0.014 -0.009 0.285
N -2.27318 -1.34669 0.45096 0.070 -0.014 0.024 -0.179
C -2.88364 -1.86968 1.49374 -0.094 0.057 -0.008 0.839
C -2.22516 -2.51816 2.58884 0.009 -0.018 0.002 -0.529
C -2.97327 -2.98637 3.61248 0.014 -0.006 0.005 -0.590
C -4.40708 -2.85760 3.62896 -0.011 0.004 -0.006 -0.565
C -5.07855 -2.26684 2.61662 -0.007 -0.012 0.012 -0.874
C -4.33262 -1.74860 1.50723 0.030 0.023 -0.003 0.662
N -4.87310 -1.13740 0.47442 0.011 0.003 0.008 -0.760
H -1.14914 -2.63119 2.57023 -0.013 0.004 0.005 0.300
H -2.49318 -3.47998 4.44750 0.000 0.002 -0.003 0.450
H -4.94861 -3.25291 4.47784 -0.003 0.001 -0.002 0.409
H -6.15506 -2.16803 2.61413 0.003 -0.003 0.006 0.495



Copy entry 1 word for word.
31
Properties=species:S:1:pos:R:3:forces:R:3:mulliken_charge:R:1 method="wB97M-V/def2-TZVPD" smiles="CCc1nnc(NC(=O)OCc2ccccc2)s1" molar_mass_g_mol=263.3 de_lowest_kcal_mol=0.0 fmax_ha_per_bohr=0.0346
C -4.62666 -1.66811 0.84960 0.025 -0.163 -0.106 -1.097
C -3.55814 -2.65905 0.38750 -0.252 0.118 -0.038 -0.382
C -2.25336 -2.38261 1.03377 0.342 0.694 -0.314 0.485
N -1.65433 -3.17313 1.84287 -1.234 -0.913 -0.280 -0.366
N -0.50193 -2.71662 2.31688 1.547 0.533 0.703 -0.508
C -0.19410 -1.54470 1.87114 -0.905 0.237 -0.705 0.294
N 0.95965 -0.91117 2.23731 0.403 0.088 0.194 -0.059
C 1.41485 0.32485 1.84021 0.097 -0.266 0.259 0.613
O 2.47767 0.75943 2.19396 0.244 0.213 -0.011 -0.612
O 0.52964 0.94715 1.05951 -0.164 -0.160 0.139 -0.235
C 0.93743 2.20116 0.49184 0.314 0.361 -0.147 -1.316
C 1.65782 1.96876 -0.80925 -0.090 -0.010 0.180 0.741
C 0.93367 1.69164 -1.96207 0.067 0.040 0.045 -0.378
C 1.59025 1.42933 -3.15099 -0.099 -0.029 -0.075 -0.562
C 2.97455 1.43869 -3.19506 0.047 -0.020 -0.030 -0.381
C 3.70028 1.70533 -2.04662 0.085 0.003 -0.028 -0.629
C 3.04543 1.96653 -0.85528 -0.043 0.049 0.020 -0.223
S -1.37241 -0.87325 0.76543 -0.140 -0.913 0.414 -0.008
H -5.57485 -1.89023 0.36731 -0.115 0.050 -0.023 0.339
H -4.76060 -1.73324 1.92659 -0.026 0.042 0.088 0.324
H -4.33614 -0.65086 0.59602 -0.065 0.118 0.012 0.336
H -3.84851 -3.67798 0.64639 0.097 0.012 -0.061 0.265
H -3.44290 -2.59073 -0.69702 -0.037 -0.112 -0.002 0.253
H 1.56344 -1.43248 2.86055 -0.029 0.149 -0.110 0.256
H 1.58027 2.71962 1.20928 -0.179 -0.044 -0.117 0.499
H 0.00805 2.75429 0.34136 0.123 -0.076 0.055 0.458
H -0.14591 1.67905 -1.92202 -0.135 0.010 -0.014 0.384
H 1.02146 1.21615 -4.04401 -0.040 -0.012 -0.074 0.375
H 3.48679 1.23418 -4.12359 0.039 -0.013 -0.071 0.377
H 4.77965 1.70721 -2.07669 0.089 0.000 -0.006 0.372
H 3.60895 2.16079 0.04507 0.038 0.015 0.102 0.384